{"formula": "C88H204B4F16N3O3P4", "method": "ωB97M-V/def2-TZVPD", "spin_multiplicity": 1, "homo_energy_ha": -0.50337, "charge": 3, "max_force_ev_per_a": 4.86, "species": ["C", "C", "C", "C", "P", "C", "C", "C", "C", "C", "C", "C", "C", "C", "C", "C", "C", "H", "H", "H", "H", "H", "H", "H", "H", "H", "H", "H", "H", "H", "H", "H", "H", "H", "H", "H", "H", "H", "H", "H", "H", "H", "H", "H", "H", "H", "H", "H", "H", "H", "H", "H", "H", "C", "C", "C", "C", "P", "C", "C", "C", "C", "C", "C", "C", "C", "C", "C", "C", "C", "H", "H", "H", "H", "H", "H", "H", "H", "H", "H", "H", "H", "H", "H", "H", "H", "H", "H", "H", "H", "H", "H", "H", "H", "H", "H", "H", "H", "H", "H", "H", "H", "H", "H", "H", "H", "C", "C", "C", "C", "P", "C", "C", "C", "C", "C", "C", "C", "C", "C", "C", "C", "C", "H", "H", "H", "H", "H", "H", "H", "H", "H", "H", "H", "H", "H", "H", "H", "H", "H", "H", "H", "H", "H", "H", "H", "H", "H", "H", "H", "H", "H", "H", "H", "H", "H", "H", "H", "H", "C", "C", "C", "C", "P", "C", "C", "C", "C", "C", "C", "C", "C", "C", "C", "C", "C", "H", "H", "H", "H", "H", "H", "H", "H", "H", "H", "H", "H", "H", "H", "H", "H", "H", "H", "H", "H", "H", "H", "H", "H", "H", "H", "H", "H", "H", "H", "H", "H", "H", "H", "H", "H", "C", "C", "N", "C", "C", "C", "C", "C", "O", "C", "H", "H", "H", "H", "H", "H", "H", "H", "H", "H", "H", "H", "H", "H", "H", "H", "H", "H", "H", "H", "C", "C", "N", "C", "C", "C", "C", "C", "O", "C", "H", "H", "H", "H", "H", "H", "H", "H", "H", "H", "H", "H", "H", "H", "H", "H", "H", "H", "H", "H", "C", "C", "N", "C", "C", "C", "C", "C", "O", "C", "H", "H", "H", "H", "H", "H", "H", "H", "H", "H", "H", "H", "H", "H", "H", "H", "H", "H", "H", "H", "B", "F", "F", "F", "F", "B", "F", "F", "F", "F", "B", "F", "F", "F", "F", "B", "F", "F", "F", "F"], "coordinates": [[-1.48760, -5.88207, -2.00125], [-1.24563, -4.57427, -1.24906], [0.19255, -4.06421, -1.56738], [1.29472, -4.72384, -0.75269], [2.91030, -4.27306, -1.46950], [4.30520, -4.86667, -0.41789], [4.19637, -4.78421, 1.13242], [4.81244, -3.53893, 1.73385], [6.30643, -3.46326, 1.58934], [3.16457, -4.93278, -3.11801], [2.94588, -6.46116, -3.19179], [3.30418, -7.00868, -4.61279], [2.60924, -8.31722, -4.85176], [3.03017, -2.46869, -1.44970], [4.33364, -1.89441, -2.04426], [4.19665, -0.98498, -3.30901], [3.31619, 0.25336, -3.02307], [-1.37802, -5.78482, -3.08135], [-2.52532, -6.17832, -1.84799], [-0.72091, -6.64182, -1.84936], [-1.40675, -4.75910, -0.18700], [-1.91034, -3.78499, -1.60021], [0.32459, -2.98578, -1.47990], [0.43956, -4.31880, -2.59804], [1.09135, -5.79346, -0.70111], [1.27592, -4.40904, 0.29069], [5.19955, -4.60565, -0.98366], [4.30599, -5.91874, -0.70295], [4.72408, -5.65130, 1.52963], [3.20083, -4.98248, 1.52953], [4.62300, -3.58159, 2.80641], [4.32021, -2.61234, 1.43849], [6.83759, -4.39657, 1.77614], [6.61533, -2.85604, 2.44019], [6.56234, -3.01576, 0.62894], [4.19794, -4.68173, -3.35720], [2.55086, -4.40536, -3.84828], [1.88771, -6.60585, -2.97400], [3.47760, -7.02411, -2.42467], [4.38314, -7.13392, -4.52188], [3.24331, -6.20133, -5.34258], [3.00080, -9.04662, -4.14271], [2.88339, -8.59962, -5.86822], [1.53622, -8.25876, -4.66925], [2.81942, -2.04736, -0.46676], [2.21425, -2.22949, -2.13173], [5.05708, -2.66554, -2.30900], [4.74860, -1.35526, -1.19265], [3.92066, -1.63828, -4.13673], [5.13071, -0.51272, -3.61335], [3.48972, 1.06973, -3.72417], [3.65124, 0.60579, -2.04755], [2.25086, 0.05210, -2.91049], [-0.04963, 4.77643, 2.64769], [0.19865, 5.71043, 1.41647], [0.83639, 7.07843, 1.80841], [2.36570, 7.09270, 2.02507], [3.03184, 8.70626, 2.59925], [3.09330, 9.56685, 1.05420], [3.98735, 9.21964, -0.19272], [3.10266, 8.55581, -1.41257], [3.94480, 8.20388, -2.60136], [1.97138, 9.59304, 3.73109], [1.39553, 8.74218, 4.89194], [0.61075, 9.67675, 5.76194], [-0.33811, 9.00907, 6.76879], [4.73893, 8.38196, 3.16130], [4.90667, 7.87325, 4.62529], [6.25869, 7.28234, 5.05877], [6.63489, 6.14654, 4.17542], [-0.57045, 3.83054, 2.49894], [-0.45104, 5.33388, 3.49398], [0.85715, 4.45574, 3.16054], [-0.78649, 6.07073, 1.12018], [0.45464, 5.13934, 0.52404], [0.20347, 7.50695, 2.58551], [0.59496, 7.76318, 0.99544], [2.80965, 6.77420, 1.08190], [2.53695, 6.30824, 2.76222], [3.49722, 10.55570, 1.27124], [2.08821, 9.75623, 0.67730], [4.75252, 8.54904, 0.19833], [4.53127, 10.06375, -0.61667], [2.36156, 9.27182, -1.76781], [2.47900, 7.72287, -1.08798], [4.77763, 7.52371, -2.42283], [4.46454, 9.06450, -3.02244], [3.26677, 7.80265, -3.35461], [1.23207, 10.05072, 3.07379], [2.55151, 10.43433, 4.11030], [2.21511, 8.23292, 5.39895], [0.77929, 7.94520, 4.47580], [-0.05104, 10.27268, 5.13347], [1.28028, 10.27943, 6.37563], [0.26299, 8.38979, 7.43459], [-1.11021, 8.40335, 6.29440], [-0.89997, 9.62924, 7.46723], [5.37577, 9.26010, 3.05451], [5.11322, 7.61992, 2.47771], [4.28052, 6.99195, 4.76433], [4.58794, 8.66727, 5.30060], [6.08290, 6.89875, 6.06378], [7.15833, 7.89732, 5.08212], [7.61302, 5.77997, 4.48685], [6.79002, 6.45275, 3.14088], [6.07373, 5.21738, 4.27470], [-8.83519, -5.29353, -7.04631], [-7.75683, -5.66839, -8.18306], [-6.33450, -5.59423, -7.62433], [-5.98831, -4.20628, -7.00464], [-4.32200, -4.04158, -6.33993], [-4.06288, -2.22990, -6.23389], [-4.62902, -1.39114, -5.03021], [-4.22087, 0.05710, -5.09824], [-4.69301, 0.90481, -3.94753], [-4.08777, -4.79187, -4.68896], [-5.33259, -4.78684, -3.82917], [-6.15849, -6.06112, -4.01777], [-7.42605, -6.18315, -3.11233], [-3.08750, -4.63082, -7.66049], [-1.64289, -4.51629, -7.26622], [-0.63084, -5.32186, -8.05083], [0.81044, -5.22303, -7.67126], [-8.87411, -6.03404, -6.24742], [-9.79016, -5.35541, -7.56814], [-8.74156, -4.30984, -6.58622], [-7.86206, -5.12999, -9.12495], [-7.84030, -6.72474, -8.43852], [-5.60680, -5.78934, -8.41203], [-6.11623, -6.41361, -6.93943], [-6.63976, -4.02437, -6.14987], [-6.10014, -3.40141, -7.73112], [-4.38255, -1.72503, -7.14549], [-2.99439, -2.01632, -6.26231], [-4.35079, -1.79887, -4.05838], [-5.71538, -1.36843, -4.94412], [-4.39734, 0.61818, -6.01592], [-3.13088, 0.05513, -5.09393], [-5.73677, 1.12885, -4.16766], [-4.25354, 1.89851, -4.03424], [-4.48744, 0.42989, -2.98821], [-3.23468, -4.24541, -4.28680], [-3.68430, -5.75522, -5.00081], [-5.99764, -3.94612, -4.02659], [-5.03705, -4.76622, -2.78020], [-5.52727, -6.93325, -3.84733], [-6.43625, -6.09026, -5.07138], [-7.15753, -5.84520, -2.11144], [-7.66928, -7.19865, -2.79976], [-8.26780, -5.59811, -3.48282], [-3.18423, -4.15885, -8.63824], [-3.31666, -5.65942, -7.93898], [-1.57201, -5.00460, -6.29430], [-1.29076, -3.49278, -7.13763], [-0.82357, -5.04887, -9.08834], [-0.82462, -6.37781, -7.86233], [1.26409, -6.16841, -7.96884], [0.82132, -5.26102, -6.58198], [1.37696, -4.34058, -7.96864], [7.49912, 2.38489, 8.98076], [7.63625, 2.11113, 7.46803], [6.92741, 0.77026, 7.04622], [5.38372, 0.92138, 7.04825], [4.34927, -0.54785, 6.38252], [4.51072, -2.10777, 7.26453], [3.89940, -3.38596, 6.72750], [4.24527, -4.50388, 7.63867], [3.33033, -5.72648, 7.53177], [2.58598, -0.17338, 6.34226], [1.92524, 0.41527, 7.65001], [0.41589, 0.03790, 7.76823], [-0.39899, 0.52555, 6.50481], [4.80205, -0.85098, 4.58155], [4.55386, 0.32980, 3.58762], [5.62842, 1.47449, 3.55724], [6.81623, 1.02494, 2.71420], [7.85906, 1.53789, 9.56484], [6.49152, 2.49295, 9.38223], [7.99499, 3.34337, 9.13411], [8.68607, 1.97019, 7.21091], [7.28739, 2.86809, 6.76560], [7.19711, -0.08303, 7.66853], [7.36113, 0.43912, 6.10264], [5.14718, 1.77822, 6.41741], [5.12974, 1.14676, 8.08402], [4.03648, -1.96253, 8.23515], [5.56847, -2.26464, 7.47584], [4.25678, -3.56569, 5.71356], [2.82473, -3.28033, 6.57906], [4.25732, -4.18210, 8.68002], [5.26887, -4.87585, 7.59406], [2.30103, -5.57986, 7.85909], [3.72810, -6.52802, 8.15419], [3.29562, -6.09985, 6.50831], [1.97637, -0.92053, 5.83408], [2.60685, 0.68518, 5.67104], [1.92908, 1.48927, 7.46398], [2.34083, 0.08105, 8.60063], [-0.06606, 0.38353, 8.68276], [0.45247, -1.01957, 8.02996], [0.22999, 0.32731, 5.63695], [-0.75443, 1.55577, 6.48474], [-1.23792, -0.14563, 6.32092], [4.35298, -1.80716, 4.31292], [5.85804, -1.12100, 4.57228], [3.65645, 0.89163, 3.84665], [4.27409, -0.08229, 2.61808], [5.97502, 1.66918, 4.57216], [5.29441, 2.43480, 3.16437], [6.40622, 0.85146, 1.71927], [7.28932, 0.06379, 2.91538], [7.43382, 1.89937, 2.50912], [-0.03920, 4.01968, -1.81744], [-0.00309, 3.12627, -3.04324], [0.01066, 3.78254, -4.47992], [0.12631, 2.62612, -5.53504], [-1.33385, 4.59403, -4.75346], [-1.62700, 4.82000, -6.24474], [1.18282, 4.79434, -4.59993], [2.58986, 4.22519, -4.37655], [2.87469, 3.79395, -3.11369], [4.27967, 3.84629, -2.86921], [0.64334, 4.85535, -1.97204], [0.30902, 3.40240, -0.98930], [-1.05408, 4.36614, -1.62227], [-0.90326, 2.51513, -3.10878], [0.83618, 2.43083, -3.05308], [0.66023, 2.88914, -6.44818], [-0.86723, 2.28648, -5.82767], [0.72365, 1.80640, -5.13587], [-1.16106, 5.56343, -4.28601], [-2.10877, 4.03084, -4.23346], [-0.84154, 5.22745, -6.88125], [-2.47664, 5.50089, -6.29585], [-2.01188, 3.90762, -6.70028], [0.89041, 5.56052, -3.88190], [1.10413, 5.12460, -5.63571], [3.09449, 5.15649, -4.63371], [2.84830, 3.53870, -5.18280], [4.57136, 3.01434, -3.51020], [4.67373, 3.61231, -1.88023], [4.69208, 4.73354, -3.34963], [-10.33701, -0.44316, 0.41467], [-9.23657, -0.76146, -0.62876], [-8.02418, -1.63380, -0.08869], [-6.88888, -1.29411, -1.10138], [-7.60571, -1.20219, 1.39110], [-7.24283, 0.23040, 1.52595], [-8.38772, -3.12494, -0.18621], [-7.46502, -4.05217, 0.46627], [-6.14802, -3.97958, 0.02243], [-5.47990, -5.20838, 0.35489], [-10.01395, 0.31410, 1.12901], [-10.76026, -1.36343, 0.81725], [-11.07954, 0.19993, -0.05776], [-8.89190, 0.18827, -1.03780], [-9.68577, -1.36549, -1.41709], [-7.29675, -1.44932, -2.10021], [-5.95242, -1.80053, -0.86759], [-6.55702, -0.25808, -1.03351], [-6.90255, -1.94649, 1.76484], [-8.48066, -1.37839, 2.01681], [-7.08353, 0.46750, 2.57785], [-7.88500, 0.98609, 1.07356], [-6.24030, 0.31220, 1.10600], [-8.36869, -3.38282, -1.24510], [-9.37227, -3.31128, 0.24277], [-7.97845, -4.95689, 0.14073], [-7.62040, -3.99316, 1.54352], [-5.50300, -5.48786, 1.40819], [-4.44027, -5.11001, 0.04247], [-5.91139, -6.00587, -0.25002], [-3.60362, -1.43511, 0.25562], [-2.05823, -1.68893, 0.50439], [-1.33747, -0.36843, 0.74200], [-1.30995, 0.44557, -0.54636], [-1.90335, 0.48659, 1.85925], [-2.00624, -0.13495, 3.26275], [0.20350, -0.67380, 1.12552], [1.21309, 0.54218, 1.25562], [1.43557, 1.15950, -0.02654], [2.47302, 2.05247, -0.05183], [-3.91187, -0.86290, 1.13064], [-4.11058, -2.39785, 0.32056], [-3.88673, -0.96861, -0.68796], [-1.53528, -2.07648, -0.36993], [-1.98778, -2.18819, 1.47076], [-0.91872, 1.43827, -0.32370], [-2.25811, 0.33228, -1.07197], [-0.60391, -0.07227, -1.19555], [-2.81779, 0.81566, 1.36568], [-1.33274, 1.39675, 2.04395], [-2.29524, 0.64330, 3.96909], [-1.04686, -0.35922, 3.72900], [-2.72059, -0.89831, 3.57112], [0.60054, -1.41199, 0.42871], [0.09324, -1.18330, 2.08278], [2.14581, 0.10532, 1.61240], [0.93610, 1.29593, 1.99266], [2.45314, 2.72771, 0.80360], [2.43537, 2.57437, -1.00802], [3.37428, 1.44902, 0.05625], [0.99611, -3.24933, 3.71317], [0.17516, -3.48415, 2.61444], [2.04729, -2.60481, 3.26021], [0.30269, -2.34112, 4.55029], [1.34718, -4.41407, 4.33939], [-5.44900, -0.94999, 4.63683], [-4.60823, 0.05312, 5.02841], [-6.75345, -0.59504, 4.77707], [-5.20072, -1.19606, 3.34329], [-5.17876, -2.08464, 5.35504], [-3.80522, 3.00844, -0.80626], [-4.70753, 4.01773, -0.65149], [-2.79569, 3.16509, 0.11305], [-4.42296, 1.79377, -0.58838], [-3.25462, 3.05834, -2.13289], [-0.43215, -1.62894, -4.14051], [-1.08652, -1.63211, -2.90191], [-0.99768, -2.53014, -4.99296], [-0.60592, -0.35810, -4.70572], [0.92905, -1.96561, -4.10329]]}